No. 1
Entry from OMol25: a cluster of 17 separate species, C23H80N8O17 in total in a non-equilibrium geometry (ωB97M-V/def2-TZVPD).

Results
**Multiplicity**: 1
**Energy**: -71869.7651 eV
**Kohn-Sham gap**: 8.1410 eV

Atoms and positions in Å:
C: 3.8405 -1.8913 -0.0627
C: 5.2869 -2.3285 -0.0970
O: 5.4939 -3.3239 -1.0319
H: 3.7262 -0.8700 0.2455
H: 3.1633 -2.5426 0.5003
H: 3.4108 -1.8299 -1.1253
H: 5.5614 -2.6406 0.8427
H: 5.8812 -1.5302 -0.4259
H: 5.4453 -4.1964 -0.5829
C: 0.2932 0.5728 -1.6680
C: 0.2582 0.1455 -0.2044
O: -0.2453 1.3193 0.5770
H: 0.9740 1.4026 -1.7802
H: -0.6571 0.9112 -1.9157
H: 0.4950 -0.2949 -2.3032
H: 1.2719 -0.1146 0.1399
H: -0.4214 -0.7398 0.0073
H: -0.2287 1.0284 1.5947
C: 2.2170 -0.3329 2.7725
C: 3.4301 -0.2047 3.6551
O: 4.6872 0.0277 2.9116
H: 2.3531 -1.1830 2.1517
H: 2.1093 0.5430 2.0665
H: 1.3824 -0.2136 3.3479
H: 3.5010 -1.0490 4.3742
H: 3.2111 0.7286 4.1386
H: 5.2685 -0.6735 3.2029
C: -1.1337 3.7521 -1.7972
C: -1.6459 5.0619 -2.2854
O: -1.5565 5.2110 -3.7054
H: -1.8297 2.9039 -2.1919
H: -1.1411 3.7321 -0.6847
H: -0.1780 3.5613 -2.1176
H: -1.1080 5.8754 -1.8029
H: -2.7117 5.0674 -2.0106
H: -0.6069 5.1155 -3.8630
C: -3.4631 -3.3783 -2.1306
C: -2.3472 -2.9797 -1.2218
O: -1.7322 -4.1074 -0.6734
H: -3.8460 -2.5471 -2.6402
H: -4.2957 -3.7506 -1.5896
H: -3.1468 -4.0696 -2.9200
H: -2.7635 -2.4577 -0.3344
H: -1.7128 -2.2678 -1.6163
H: -0.8921 -3.9191 -0.2340
C: -2.3626 -2.8609 4.1538
C: -2.3885 -2.5121 2.7371
O: -1.1510 -1.9543 2.4314
H: -2.0399 -1.9529 4.5679
H: -1.7157 -3.6128 4.5291
H: -3.3513 -2.9490 4.5682
H: -3.1036 -1.8641 2.2193
H: -2.3577 -3.5295 2.2187
H: -1.2867 -1.0458 2.6443
C: -2.1467 0.9163 4.5963
O: -1.6695 0.3933 3.4263
N: -1.4445 1.5763 5.4486
N: -3.3259 0.5906 4.9897
H: -0.5040 1.8042 5.1745
H: -1.7427 1.8546 6.3782
H: -3.8371 -0.0309 4.4077
H: -3.7272 0.9902 5.7861
C: -3.7540 0.4357 -3.2170
O: -2.5193 -0.1609 -3.0660
N: -4.4584 0.0328 -4.2530
N: -4.2580 1.4378 -2.5610
H: -4.0786 -0.7022 -4.9365
H: -5.4321 -0.0006 -4.0565
H: -3.7569 1.7732 -1.7092
H: -5.0509 1.9854 -3.0270
C: 0.9916 -4.1594 1.2650
O: 0.6978 -4.4828 2.5790
N: 0.5314 -3.1452 0.6034
N: 1.5615 -5.0619 0.4880
H: 0.1591 -2.4576 1.2981
H: 1.0434 -2.9100 -0.2524
H: 2.2615 -5.7348 0.9646
H: 1.6963 -5.0089 -0.5060
C: 2.7791 2.9382 0.7591
O: 3.2929 1.7826 0.3699
N: 3.4929 3.7967 1.4243
N: 1.5756 3.3904 0.5380
H: 4.3269 3.3230 1.8594
H: 3.5000 4.7672 1.6959
H: 0.8724 2.7290 0.0946
H: 1.0751 4.1560 1.0528
C: 3.7706 0.8670 -2.5827
O: 3.3788 2.2724 -2.7097
H: 3.3152 0.2974 -3.4098
H: 3.4781 0.4691 -1.6161
H: 4.7629 0.6636 -2.7742
H: 3.8835 2.7415 -2.0089
C: 1.2396 3.1428 3.8865
O: 1.2306 2.3030 4.9999
H: 1.5361 2.5637 2.9889
H: 1.9501 3.9018 3.9872
H: 0.3677 3.7583 3.7609
H: 2.0863 2.3817 5.4251
C: 2.4117 -3.8186 -2.2934
O: 1.4058 -2.8680 -2.0063
H: 3.0020 -3.9793 -1.3579
H: 3.1263 -3.5780 -3.1580
H: 1.8114 -4.6413 -2.5877
H: 1.0178 -2.5777 -2.7630
C: -0.3922 -3.3826 -4.7301
O: -0.4822 -2.1021 -4.1215
H: -0.6022 -3.3367 -5.7748
H: -1.1270 -3.9706 -4.2489
H: 0.5883 -3.8457 -4.5297
H: -1.3917 -1.7580 -4.0601
C: 0.0678 1.3362 -4.8447
O: -0.2216 2.3844 -5.8049
H: 0.2859 1.7803 -3.9136
H: 0.8998 0.7631 -5.1548
H: -0.7704 0.6404 -4.6415
H: -0.9236 2.8654 -5.3872
C: -2.2008 3.6232 2.3230
O: -2.7242 4.5109 1.3541
H: -2.9573 3.0056 2.7839
H: -1.6770 4.2622 2.9131
H: -1.4291 2.8955 2.0270
H: -2.1398 5.3214 1.3340
C: -3.6014 0.5264 0.5759
O: -3.0679 1.6954 -0.0067
H: -4.5962 0.3224 0.1891
H: -3.6503 0.5470 1.7116
H: -2.9965 -0.2826 0.3614
H: -2.6577 2.2393 0.6681

No. 2
Entry from OMol25: a cluster of 20 separate species, C23H88BrN4O19 in total in a non-equilibrium geometry (ωB97M-V/def2-TZVPD).

Results
**Multiplicity**: 1
**Net charge**: +1
**Energy**: -140164.5685 eV
**Kohn-Sham gap**: 6.3207 eV

Atoms and positions in Å:
N: -0.4878 2.4075 -3.9919
C: 0.9920 2.0883 -3.6918
N: 1.7217 1.6004 -4.7479
N: 1.4810 2.3071 -2.2774
N: 0.5502 2.9554 -1.4794
C: 2.0305 1.0503 -1.6400
C: 0.9952 -0.2200 -1.5961
C: 0.5036 -0.6598 -0.0907
Br: 0.1964 0.8596 1.1741
H: -0.6903 3.4185 -3.8293
H: -1.0029 1.8161 -3.2931
H: 2.5621 2.0470 -5.1782
H: 1.3463 0.7213 -5.2144
H: -0.3017 2.3747 -1.3016
H: 0.9568 3.2478 -0.5507
H: 2.5108 1.3174 -0.5807
H: 2.9595 0.7177 -2.3109
H: 1.5852 -1.1594 -2.0364
H: 0.0368 -0.1067 -2.2581
H: -0.5519 -1.1973 -0.2323
H: 1.2023 -1.4792 0.4019
C: 1.8854 1.5817 4.7859
O: 2.4816 0.8626 3.7221
H: 2.3593 1.2853 5.7246
H: 2.0311 2.6533 4.6292
H: 0.8183 1.3508 4.8302
H: 2.0411 1.1463 2.9030
C: 1.2431 1.5188 -8.6740
O: 2.4455 0.8110 -8.4339
H: 0.3961 0.8735 -8.4296
H: 1.2124 2.4110 -8.0439
H: 1.1902 1.8020 -9.7281
H: 3.1788 1.4083 -8.6595
C: 4.1250 -0.4109 -11.7515
O: 4.2212 -0.4768 -10.3405
H: 5.0923 -0.1089 -12.1598
H: 3.8565 -1.3941 -12.1455
H: 3.3677 0.3251 -12.0320
H: 3.3487 -0.7469 -10.0068
C: -1.5789 0.1245 6.2563
O: -1.8062 1.1044 5.2601
H: -0.5994 0.2978 6.7083
H: -2.3512 0.1997 7.0256
H: -1.5974 -0.8692 5.8021
H: -2.6818 0.9251 4.8772
C: -1.1063 0.4050 9.9917
O: -0.1334 0.0985 9.0098
H: -1.9102 -0.3328 9.9377
H: -0.6483 0.3698 10.9831
H: -1.5151 1.4006 9.8025
H: 0.5666 0.7695 9.0817
C: -2.8203 0.8230 -1.0169
O: -2.0620 0.0517 -1.9304
H: -2.1581 1.5334 -0.5164
H: -3.5965 1.3702 -1.5574
H: -3.2746 0.1649 -0.2723
H: -2.6756 -0.5690 -2.3589
C: 4.1493 3.2358 7.3837
O: 3.1186 3.0611 8.3384
H: 4.5095 4.2660 7.4343
H: 4.9728 2.5529 7.6062
H: 3.7577 3.0378 6.3830
H: 2.8190 2.1386 8.2702
C: 5.8764 0.3862 -3.8200
O: 5.1492 1.4532 -4.4006
H: 6.4674 -0.1049 -4.5965
H: 6.5447 0.7768 -3.0488
H: 5.1810 -0.3349 -3.3836
H: 4.6348 1.8696 -3.6883
C: -4.2543 1.3678 -4.7742
O: -3.0519 0.6600 -4.5340
H: -5.1013 0.7225 -4.5297
H: -4.2849 2.2600 -4.1440
H: -4.3071 1.6511 -5.8282
H: -2.3186 1.2573 -4.7596
C: 7.4440 -1.6005 -8.2500
O: 7.2167 -0.6205 -9.2462
H: 8.4234 -1.4271 -7.7980
H: 6.6716 -1.5252 -7.4807
H: 7.4255 -2.5941 -8.7042
H: 6.3411 -0.7998 -9.6291
C: -5.0458 -0.6902 9.8088
O: -3.8391 -1.2699 9.3478
H: -5.2116 0.2519 9.2812
H: -5.8776 -1.3695 9.6073
H: -4.9713 -0.4963 10.8816
H: -3.7187 -2.1036 9.8334
C: 1.9591 -2.5335 5.0846
O: 1.6035 -1.7271 3.9766
H: 1.3565 -3.4446 5.0689
H: 3.0173 -2.7980 5.0191
H: 1.7657 -1.9872 6.0110
H: 2.1540 -0.9267 4.0171
C: -3.2455 3.8664 8.3737
O: -3.1493 3.8005 9.7847
H: -2.2782 4.1684 7.9654
H: -3.5140 2.8832 7.9797
H: -4.0028 4.6025 8.0932
H: -4.0218 3.5304 10.1184
C: 0.3986 -5.6306 6.6801
O: 1.1569 -6.4020 5.7666
H: 1.0608 -4.9203 7.1806
H: -0.3776 -5.0834 6.1396
H: -0.0558 -6.2888 7.4247
H: 0.5432 -7.0226 5.3381
C: 4.2599 -4.5184 -12.4651
O: 3.2771 -4.1463 -13.4138
H: 4.2597 -3.7914 -11.6496
H: 4.0270 -5.5090 -12.0672
H: 5.2431 -4.5274 -12.9420
H: 3.3007 -4.8091 -14.1248
C: 0.0921 -4.4928 1.6767
O: -0.9135 -3.9355 0.8504
H: 0.7962 -5.0490 1.0535
H: 0.6231 -3.6917 2.1965
H: -0.3650 -5.1715 2.4010
H: -1.5229 -3.4485 1.4306
C: -7.4697 2.2209 -2.2670
O: -7.0209 2.1433 -3.6075
H: -7.3278 1.2493 -1.7880
H: -6.8905 2.9769 -1.7312
H: -8.5309 2.4809 -2.2515
H: -7.1592 3.0191 -4.0065
C: -3.6736 4.6696 -6.9590
O: -3.1844 4.1812 -5.7235
H: -4.5898 5.2369 -6.7791
H: -2.9263 5.3236 -7.4148
H: -3.8921 3.8297 -7.6230
H: -2.3719 3.6825 -5.9147
C: -5.3890 -4.0903 8.4860
O: -5.2928 -4.1562 9.8970
H: -4.4217 -3.7883 8.0777
H: -5.6574 -5.0735 8.0920
H: -6.1463 -3.3542 8.2055
H: -6.1652 -4.4262 10.2307

No. 3
Entry from OMol25: a cluster of 24 separate species, C23H92N46O27S in total in a non-equilibrium geometry (ωB97M-V/def2-TZVPD).

Results
**Multiplicity**: 1
**Net charge**: -2
**Energy**: -160025.6167 eV
**Kohn-Sham gap**: 8.0897 eV

Atoms and positions in Å:
S: -0.0823 0.2459 -0.4338
O: 0.8746 -0.1013 0.5904
O: -1.2053 -0.5929 -0.1125
O: -0.5587 1.6132 -0.3533
O: 0.4739 -0.0082 -1.7825
C: 4.7665 1.7846 3.8587
O: 3.8620 1.5888 4.6770
N: 5.4123 2.8702 3.6435
N: 5.1933 0.9034 2.9658
H: 5.0781 3.5930 4.2648
H: 5.9903 2.9799 2.8225
H: 4.7956 -0.0206 3.0561
H: 6.0330 1.0214 2.4172
C: 1.5324 3.1992 2.2515
O: 1.8722 4.0291 2.9996
N: 1.1810 1.9230 2.5216
N: 1.2346 3.4333 1.0507
H: 1.0552 1.2846 1.7491
H: 1.5236 1.5507 3.3957
H: 1.2964 4.4111 0.8051
H: 0.8096 2.7705 0.4182
C: -3.4396 -1.7661 -2.5793
O: -3.8615 -2.2999 -3.5579
N: -2.2035 -1.4432 -2.4386
N: -4.1069 -1.6536 -1.4790
H: -1.5678 -1.4719 -3.2229
H: -2.0090 -0.8192 -1.6687
H: -3.6523 -1.4056 -0.6118
H: -5.0994 -1.7829 -1.6142
C: 0.8738 -3.5299 -1.4511
O: 1.1846 -4.7508 -1.6894
N: 0.5722 -2.6410 -2.3715
N: 0.9645 -2.9105 -0.2849
H: 0.5810 -1.6820 -2.0548
H: 0.5371 -2.7996 -3.3683
H: 0.6887 -1.9398 -0.2418
H: 1.1575 -3.5079 0.5062
C: 0.5843 0.9196 6.2714
O: -0.5420 0.6185 6.5222
N: 0.8609 1.8597 5.4296
N: 1.6767 0.3728 6.6341
H: 1.8225 2.1333 5.2860
H: 0.0889 2.2522 4.9098
H: 1.6666 -0.3956 7.2894
H: 2.4109 0.4432 5.9441
C: 5.6561 -4.0075 1.0714
O: 6.8934 -3.9042 1.1470
N: 4.8259 -4.7836 1.7764
N: 4.9050 -3.4421 0.1963
H: 3.8344 -4.5921 1.7968
H: 5.2911 -5.4602 2.3644
H: 3.9125 -3.6290 0.1886
H: 5.1543 -2.9529 -0.6514
C: 4.2418 4.3588 -1.2467
O: 5.3493 4.8772 -1.5213
N: 3.3220 4.1503 -2.0832
N: 3.9041 4.0449 -0.0073
H: 3.4450 4.3566 -3.0642
H: 2.7368 3.4449 -1.6587
H: 4.6547 4.2439 0.6386
H: 3.1951 3.3563 0.2002
C: -2.0225 -6.3933 -2.6914
O: -2.9555 -7.0592 -2.9535
N: -1.8876 -5.1117 -2.6226
N: -0.8581 -6.8647 -2.4525
H: -2.7311 -4.6039 -2.8477
H: -1.0183 -4.6308 -2.4407
H: -0.7017 -7.8624 -2.4368
H: -0.0246 -6.3477 -2.2114
C: 1.5957 -4.8704 3.4869
O: 1.6888 -4.4082 2.3392
N: 0.5324 -4.8622 4.1834
N: 2.5185 -5.5997 3.9549
H: 0.4426 -5.8284 4.4636
H: -0.2560 -4.5989 3.6097
H: 3.4065 -5.4488 3.4980
H: 2.3922 -5.8811 4.9166
C: -3.9805 0.8929 -5.8063
O: -4.2684 0.2351 -6.8190
N: -3.1450 0.5416 -4.8863
N: -4.6255 1.9015 -5.4357
H: -3.0820 1.1922 -4.1163
H: -2.6612 -0.3441 -4.9256
H: -5.1863 2.4104 -6.1040
H: -4.5536 2.1267 -4.4537
C: 1.6615 0.6766 -5.1184
O: 1.7896 1.8761 -4.9578
N: 1.7122 0.1881 -6.2406
N: 1.3295 -0.2566 -4.2629
H: 2.1538 0.6564 -7.0190
H: 1.6896 -0.8022 -6.4377
H: 1.1509 0.0690 -3.3237
H: 1.0943 -1.1607 -4.6469
C: -0.7250 3.5283 -2.8650
O: -0.9509 4.3660 -3.7657
N: -1.5580 3.2977 -1.9568
N: 0.2426 2.7269 -2.7564
H: -2.4699 3.7144 -2.0790
H: -1.3269 2.6356 -1.2299
H: 0.1629 2.0672 -1.9959
H: 0.9326 2.7560 -3.4934
C: -3.0506 5.1559 1.6715
O: -1.8494 5.1842 1.8955
N: -3.6483 4.1232 1.2374
N: -3.8255 6.1450 1.9602
H: -3.0169 3.3351 1.2228
H: -4.6188 4.1170 0.9579
H: -3.4630 7.0618 2.1796
H: -4.7173 6.0901 1.4893
C: -6.1990 -3.5126 2.7100
O: -7.1624 -3.2422 3.4520
N: -5.0256 -3.2774 3.0823
N: -6.1745 -4.1353 1.4890
H: -4.1837 -3.3934 2.5366
H: -4.9309 -3.1365 4.0780
H: -6.9961 -4.4863 1.0180
H: -5.2424 -4.2228 1.1100
C: -4.8487 2.3162 -1.6334
O: -4.5520 3.0815 -2.5169
N: -4.0906 1.3886 -1.0184
N: -5.9962 2.3431 -1.1018
H: -3.1358 1.1327 -1.2254
H: -4.6622 0.6773 -0.5856
H: -6.2492 1.7606 -0.3165
H: -6.7123 2.7518 -1.6851
C: 4.1658 0.6874 -1.0352
O: 5.3783 0.8655 -1.1514
N: 3.2542 0.3561 -1.9490
N: 3.5885 0.7644 0.0983
H: 3.6541 0.1894 -2.8613
H: 2.3007 0.1072 -1.7274
H: 4.2330 0.6628 0.8693
H: 2.5915 0.6244 0.1779
C: -0.9346 -2.8459 -5.8179
O: 0.1218 -2.3619 -5.3497
N: -1.9338 -2.1484 -6.2163
N: -1.0575 -4.0918 -6.1595
H: -1.8637 -1.1461 -6.3193
H: -2.6688 -2.6039 -6.7383
H: -0.1989 -4.5942 -5.9850
H: -1.6385 -4.4413 -6.9080
C: 2.9067 -1.5653 3.1658
O: 3.9383 -2.1052 3.4466
N: 1.9506 -1.1357 3.8982
N: 2.5619 -1.4116 1.9132
H: 2.0116 -1.1404 4.9064
H: 1.0732 -1.0946 3.3996
H: 1.8225 -0.8066 1.5856
H: 3.2867 -1.6430 1.2490
C: -1.1947 4.6564 5.3384
O: -1.4852 4.3172 6.4676
N: -0.7625 5.8190 5.0920
N: -1.4198 3.8166 4.3663
H: -0.4638 6.3010 5.9278
H: -0.8208 6.2803 4.1954
H: -1.9229 2.9429 4.4263
H: -1.5532 4.3116 3.4961
C: 4.4709 -3.8036 -3.2752
O: 5.2879 -4.4265 -3.9960
N: 3.9603 -4.3676 -2.2188
N: 4.0203 -2.5451 -3.4431
H: 4.1590 -5.3207 -1.9502
H: 3.2075 -3.9742 -1.6723
H: 4.6619 -1.8479 -3.7932
H: 3.2042 -2.2582 -2.9219
C: -3.0307 1.0704 2.5766
O: -3.5715 1.5735 3.4987
N: -2.0134 1.6275 1.9910
N: -3.3561 -0.0462 1.9117
H: -1.6527 1.2753 1.1159
H: -1.3796 2.2044 2.5255
H: -2.6827 -0.4441 1.2727
H: -4.1679 -0.6062 2.1293
C: 0.4028 7.2861 0.0668
O: 1.2518 7.9908 -0.3392
N: 0.3796 6.8445 1.2988
N: -0.4729 6.6852 -0.8189
H: 1.2029 7.0873 1.8310
H: -0.4148 6.2613 1.5202
H: -0.8508 5.7590 -0.6797
H: -0.5711 7.1067 -1.7315
C: -1.8998 -3.2418 1.8577
O: -2.2809 -4.0799 2.6903
N: -2.2025 -3.2093 0.5802
N: -1.2454 -2.1933 2.2057
H: -1.7726 -2.6037 -0.1043
H: -2.6766 -4.0104 0.1885
H: -0.7595 -1.6598 1.4991
H: -0.9329 -2.2204 3.1657